Below is a cluster of 2 separate species, CH4Cl2OP in total at a distorted geometry, with properties calculated with ωB97M-V/def2-TZVPD.

Element x y z (Å)
C 0.09144 0.06674 0.83774
O -0.70637 -0.68589 -1.75156
P -1.22525 -0.63568 -0.22144
Cl -4.29481 1.00482 0.22690
Cl -1.31711 -2.53227 0.26512
H 0.19297 -0.13461 1.84104
H 0.09887 1.16394 0.64994
H 0.91214 -0.50552 0.44862
H -0.27517 -0.08436 -2.35948

ΔE to the lowest compared entry with this formula, charge and spin	4.312	eV
energy	-37473.34508	eV
gap between HOMO and LUMO (spin up / spin down)	7.95 / 7.35	eV
strongest force on any atom	2.99	eV/Å
total charge	+1

---

Below is a cluster of 2 separate species, CH4Cl2PS in total at a distorted geometry, with properties calculated with ωB97M-V/def2-TZVPD.

Element x y z (Å)
C 2.81737 1.29182 0.29916
P -1.37068 -0.75874 -0.10773
S -2.90281 -2.18394 -0.89658
Cl -2.38913 0.90568 0.18135
Cl -1.11763 -1.42268 1.71834
H 2.89459 0.18387 0.55874
H 2.60930 1.93407 1.10183
H 2.88340 1.55648 -0.81372
H -3.42442 -1.50656 -2.04139

ΔE to the lowest compared entry with this formula, charge and spin	4.366	eV
energy	-46260.48988	eV
gap between HOMO and LUMO (spin up / spin down)	3.06 / 9.63	eV
strongest force on any atom	3.65	eV/Å
total charge	+1

---

Below is a structure of composition CH4ClCrO at a distorted geometry, with properties calculated with ωB97M-V/def2-TZVPD.

Element x y z (Å)
Cr 23.70433 -7.19987 -26.17924
Cl 23.43532 -9.42000 -26.61541
C 19.77605 -11.90562 -25.78234
O 20.47109 -11.17658 -26.78820
H 20.26565 -12.86273 -25.58215
H 19.82192 -11.37618 -24.82546
H 18.74880 -12.04361 -26.10098
H 21.15730 -10.62953 -26.40366

⟨S²⟩	6.064
spin multiplicity	5
energy	-44083.30751	eV
gap between HOMO and LUMO (spin up / spin down)	3.93 / 5.09	eV
strongest force on any atom	2.10	eV/Å
total charge	+1

---

Below is a cluster of 2 separate species, CH4ClFSi in total at a distorted geometry, with properties calculated with ωB97M-V/def2-TZVPD.

Element x y z (Å)
C -0.31630 -1.05029 -1.29552
F 0.08025 0.49398 2.46238
Si 0.53238 1.14953 1.04401
Cl -1.85264 -0.52609 -1.84098
H 0.34293 -1.42670 -1.97799
H -0.31425 -1.65638 -0.48223
H 1.90182 0.83453 1.29492
H -0.37421 2.18141 0.79541

ΔE to the lowest compared entry with this formula, charge and spin	3.992	eV
energy	-24216.35436	eV
gap between HOMO and LUMO (spin up / spin down)	8.25 / 7.35	eV
strongest force on any atom	3.48	eV/Å
total charge	0

---

Below is the ion CH4ClN2O with charge +1 at a distorted geometry, with properties calculated with ωB97M-V/def2-TZVPD.

Element x y z (Å)
C 0.66382 -0.04929 -0.16155
N -0.14545 0.95896 0.04526
N 0.19235 -1.38597 -0.11421
O -1.47543 0.98254 -0.26247
Cl 2.34944 0.16567 -0.32972
H 0.14450 1.89087 0.23547
H -0.73846 -1.42106 0.17949
H 0.89342 -2.02126 -0.20371
H -1.88418 0.87954 0.61144

ΔE to the lowest compared entry with this formula, charge and spin	1.834	eV
⟨S²⟩	2.008
spin multiplicity	3
energy	-18638.41989	eV
gap between HOMO and LUMO (spin up / spin down)	7.97 / 6.49	eV
strongest force on any atom	5.44	eV/Å
total charge	+1

---

Below is a cluster of 2 separate species, CH4ClNO in total at a distorted geometry, with properties calculated with ωB97M-V/def2-TZVPD.

Element x y z (Å)
C -0.93758 0.10988 0.15214
N 0.07655 0.95850 -0.00139
O 0.93076 -1.78424 -0.16583
Cl -2.32085 0.89000 0.79725
H 0.05904 -1.47084 0.18245
H 0.09967 1.94104 0.06406
H 0.97473 0.59978 0.02807
H 1.11767 -1.24413 -1.05676

ΔE to the lowest compared entry with this formula, charge and spin	2.715	eV
energy	-17159.78015	eV
gap between HOMO and LUMO	9.86	eV
strongest force on any atom	3.81	eV/Å
total charge	0

---

Below is a cluster of 2 separate species, CH4ClNO3 in total at a distorted geometry, with properties calculated with ωB97M-V/def2-TZVPD.

Element x y z (Å)
C -1.08742 -0.21654 -0.04779
N 1.25769 0.90161 0.10791
O -0.86241 -1.02775 -1.10747
O -1.59231 0.86956 -0.15322
O -0.96082 -0.84917 1.14348
Cl 2.75588 -0.01013 -0.16071
H 0.81662 0.67177 1.01734
H -1.45914 -0.62970 -1.77535
H 1.47492 1.88553 0.07215
H -0.34301 -1.59519 0.90366

ΔE to the lowest compared entry with this formula, charge and spin	0.087	eV
SMILES	O=C(O)O.NCl
energy	-21256.07130	eV
gap between HOMO and LUMO	10.32	eV
strongest force on any atom	2.61	eV/Å
total charge	0

---

Below is an isolated molecule of CH4ClNOS at a distorted geometry, with properties calculated with ωB97M-V/def2-TZVPD.

Element x y z (Å)
C -0.15913 -1.58842 0.67674
N -0.07232 1.24936 0.42955
O 2.01287 -0.19491 -0.05527
S 0.96055 0.03848 0.92266
Cl -1.87698 -1.24282 1.05198
H 0.04713 -2.45499 1.29969
H 0.08488 -1.73701 -0.36303
H -0.40415 1.93176 1.17875
H -0.58631 1.62498 -0.28352

ΔE to the lowest compared entry with this formula, charge and spin	1.585	eV
energy	-27995.30765	eV
gap between HOMO and LUMO	9.86	eV
strongest force on any atom	4.71	eV/Å
total charge	0

---

Below is a structure of composition CH4CsO at a distorted geometry, with properties calculated with ωB97M-V/def2-TZVPD.

Element x y z (Å)
Cs -25.91385 29.92239 -26.03652
C -23.86687 30.25183 -27.76329
O -23.87641 28.97762 -27.18714
H -24.20801 30.99585 -27.04346
H -22.82296 30.55519 -27.84284
H -24.52180 30.26317 -28.63452
H -23.39743 28.38849 -27.77460

ΔE to the lowest compared entry with this formula, charge and spin	1.200	eV
energy	-3690.53724	eV
gap between HOMO and LUMO	12.16	eV
strongest force on any atom	3.89	eV/Å
total charge	+1

---

Below is a structure of composition CH4CsO2 at a distorted geometry, with properties calculated with ωB97M-V/def2-TZVPD.

Element x y z (Å)
H 2.26260 -1.97244 -0.37176
O 1.23237 -1.71873 -0.44593
Cs 0.59616 -0.71326 -3.32414
O 0.29799 0.74132 0.10064
C -0.85952 0.86455 0.84489
H -0.76521 1.80182 1.42502
H -1.77179 0.98114 0.23373
H -0.99259 0.01560 1.53754

ΔE to the lowest compared entry with this formula, charge and spin	0.000	eV
⟨S²⟩	0.757
spin multiplicity	2
energy	-5740.60295	eV
gap between HOMO and LUMO (spin up / spin down)	6.41 / 5.67	eV
strongest force on any atom	3.64	eV/Å
total charge	0

---

Below is a structure of composition CH4ErO at a distorted geometry, with properties calculated with ωB97M-V/def2-TZVPD.

Element x y z (Å)
Er -0.14343 -0.04519 0.52190
O 0.87115 -1.75310 -0.27328
H 0.61230 -2.67273 -0.30639
C -2.17063 1.18364 0.06824
H -3.06626 0.53818 0.03477
H -2.13847 1.69026 -0.91260
H -2.38061 1.94145 0.84400

⟨S²⟩	3.753
spin multiplicity	4
energy	-30761.08596	eV
gap between HOMO and LUMO (spin up / spin down)	7.51 / 7.59	eV
strongest force on any atom	3.55	eV/Å
total charge	+1

---

Below is a structure of composition CH4F15K3N6O29S13 at a distorted geometry, with properties calculated with ωB97M-V/def2-TZVPD.

Element x y z (Å)
K -18.08567 -15.32974 -6.41272
K -16.80941 -10.39371 -4.84013
K -17.51959 -13.56478 -11.70349
N -16.18854 -9.99584 -14.53231
S -17.74556 -10.08024 -15.05005
O -18.67580 -10.72757 -14.18173
O -17.90621 -10.21092 -16.46429
F -18.01340 -8.54126 -14.79847
S -15.66536 -11.45210 -14.81317
O -15.22333 -11.70561 -16.15449
O -16.41566 -12.46026 -14.11574
F -14.30065 -11.45736 -14.02807
N -9.09397 -11.67662 -8.64648
S -9.77678 -12.26100 -10.03271
O -9.48041 -13.59269 -10.43129
O -10.04984 -11.25102 -10.98358
F -11.23206 -12.41371 -9.40584
S -7.57503 -11.55415 -9.02072
O -7.24043 -10.80468 -10.19065
O -6.79712 -12.73667 -8.77084
F -7.04736 -10.60802 -7.82323
N -12.51067 -12.33664 -4.86206
S -13.69581 -13.40997 -5.22184
O -14.87908 -12.84842 -5.79650
O -13.86359 -14.54232 -4.35897
F -12.93774 -14.04287 -6.44333
S -12.99150 -11.87030 -3.42472
O -12.64322 -12.73931 -2.34591
O -14.28234 -11.25121 -3.33535
F -11.89732 -10.73608 -3.18038
N -20.63601 -8.30698 -8.65238
S -19.16313 -7.83688 -8.26603
O -19.08755 -7.00812 -7.10170
O -18.21112 -7.63565 -9.29725
F -18.72080 -9.29751 -7.70498
S -21.32886 -7.06184 -9.39205
O -21.65388 -7.32072 -10.75291
O -20.91108 -5.75642 -8.99446
F -22.76396 -7.21208 -8.65897
N -13.64055 -7.24489 -11.43170
S -13.40178 -5.95444 -10.54568
O -12.52031 -4.95082 -11.05346
O -13.30237 -6.21093 -9.14027
F -14.82739 -5.23858 -10.67259
S -12.16945 -7.97989 -11.34926
O -12.04269 -8.91605 -10.30032
O -11.07968 -7.20569 -11.84372
F -12.35300 -8.95122 -12.61382
N -16.15304 -12.02108 -10.00208
S -16.59456 -12.18773 -8.49504
O -16.30090 -11.17181 -7.55013
O -16.71747 -13.54221 -8.01343
F -18.14739 -11.83279 -8.71042
S -14.51581 -12.36146 -9.79964
O -14.20654 -13.68869 -9.35152
O -13.79180 -11.28092 -9.29026
F -14.08268 -12.40968 -11.29785
C -20.99225 -13.61828 -4.72042
F -20.94491 -13.13973 -3.48614
F -20.50567 -14.88154 -4.72319
F -22.28606 -13.68574 -5.03490
S -20.06323 -12.56505 -5.95081
O -19.92856 -13.50471 -7.06779
O -20.91635 -11.47779 -6.25518
O -18.82965 -12.28073 -5.26080
O -15.51841 -16.05300 -9.20643
H -15.08423 -15.18275 -9.31221
H -15.80168 -16.04303 -8.29104
O -19.56250 -13.82264 -9.90253
H -19.63394 -13.51380 -8.98407
H -20.01768 -14.66730 -9.91862

energy	-300017.24205	eV
gap between HOMO and LUMO	4.71	eV
strongest force on any atom	4.73	eV/Å
total charge	-4

---

Below is a structure of composition CH4F2P2 at a distorted geometry, with properties calculated with ωB97M-V/def2-TZVPD.

Element x y z (Å)
C -0.29655 0.32406 -0.09283
F -1.35938 -1.83695 -1.81737
F -1.40821 0.49201 0.68091
P -0.15859 -1.45267 -0.64439
P 1.27228 0.39526 0.99627
H -0.30576 1.11988 -0.88084
H 0.66722 -0.99477 -1.73357
H 0.49509 0.12974 2.07005
H 1.09389 1.82342 1.42178

ΔE to the lowest compared entry with this formula, charge and spin	0.000	eV
energy	-25113.20744	eV
gap between HOMO and LUMO	10.51	eV
strongest force on any atom	2.73	eV/Å
total charge	0

---

Below is a cluster of 2 separate species, CH4F2Si in total at a distorted geometry, with properties calculated with ωB97M-V/def2-TZVPD.

Element x y z (Å)
C 0.19329 0.08497 -0.29380
F 2.44208 1.28058 0.30579
F -2.65494 1.24464 -0.33102
Si -1.48619 0.20366 0.27857
H 0.35256 0.81130 -1.19886
H 0.67288 -0.85824 -0.27835
H 1.58226 0.94019 0.11984
H -1.84472 -0.18711 1.57460

ΔE to the lowest compared entry with this formula, charge and spin	4.366	eV
SMILES	C=[SiH]F.F
energy	-14413.59459	eV
gap between HOMO and LUMO	8.85	eV
strongest force on any atom	4.56	eV/Å
total charge	0

---

Below is an isolated molecule of CH4FINP at a distorted geometry, with properties calculated with ωB97M-V/def2-TZVPD.

Element x y z (Å)
C -1.32860 -0.85512 -0.34333
N -0.89328 0.22131 0.43827
F 3.15870 2.17972 -0.92013
P 3.17522 1.81931 0.65046
I 1.60858 0.03638 0.71281
H -2.37906 -0.81292 -0.43498
H -1.03156 -0.86012 -1.47776
H -1.03124 -1.84918 0.03356
H -1.27878 0.12062 1.34108

ΔE to the lowest compared entry with this formula, charge and spin	3.704	eV
energy	-22696.34998	eV
gap between HOMO and LUMO (spin up / spin down)	7.42 / 7.23	eV
strongest force on any atom	3.44	eV/Å
total charge	0

---

Below is an isolated molecule of CH4FN at a distorted geometry, with properties calculated with ωB97M-V/def2-TZVPD.

Element x y z (Å)
C 0.53912 -0.39321 -0.10582
N -0.53903 0.45715 0.01980
F 1.72830 0.29303 0.02623
H 0.71295 -1.01568 -1.07288
H 0.56103 -1.21862 0.86517
H -0.56838 1.09231 0.79101
H -0.76108 1.20547 -0.74593

ΔE to the lowest compared entry with this formula, charge and spin	0.570	eV
SMILES	NCF
energy	-5308.54211	eV
gap between HOMO and LUMO	11.55	eV
strongest force on any atom	4.46	eV/Å
total charge	0

---

Below is a cluster of 2 separate species, CH4FNO in total at a distorted geometry, with properties calculated with ωB97M-V/def2-TZVPD.

Element x y z (Å)
C -1.80501 0.50050 0.47156
N 1.56988 -0.62825 -0.63073
O -2.32928 -0.53216 0.82038
F 1.44212 0.62404 -0.06949
H -1.65686 0.60964 -0.69838
H -1.48266 1.36318 1.12554
H 1.85657 -1.20362 0.19302
H 2.40523 -0.73333 -1.21189

ΔE to the lowest compared entry with this formula, charge and spin	3.107	eV
SMILES	C=O.NF
energy	-7353.56451	eV
gap between HOMO and LUMO	10.89	eV
strongest force on any atom	2.95	eV/Å
total charge	0

---

Below is a cluster of 2 separate species, CH4FNO in total at a distorted geometry, with properties calculated with ωB97M-V/def2-TZVPD.

Element x y z (Å)
C -1.15936 0.50032 0.21308
N 1.56768 0.13956 0.15784
O -1.33465 -0.63244 -0.41759
F 1.30635 -1.19794 -0.17024
H -0.70085 0.36894 1.24627
H -1.38264 1.45432 -0.22262
H 2.16939 0.44858 -0.56854
H -0.46590 -1.08135 -0.23821

ΔE to the lowest compared entry with this formula, charge and spin	5.628	eV
energy	-7351.04344	eV
gap between HOMO and LUMO (spin up / spin down)	10.91 / 6.51	eV
strongest force on any atom	3.30	eV/Å
total charge	0

---

Below is a cluster of 2 separate species, CH4FNS2 in total at a distorted geometry, with properties calculated with ωB97M-V/def2-TZVPD.

Element x y z (Å)
C 0.84764 -0.36808 -0.03169
N 0.81444 0.89479 0.67310
F -2.32194 -0.97297 -0.94852
S 1.37709 2.20828 -0.08121
S 0.00354 0.74745 2.00290
H 0.57974 -1.24068 0.54883
H 0.07141 -0.30282 -0.75752
H 1.84032 -0.43696 -0.62431
H -3.21224 -0.52900 -0.78158

ΔE to the lowest compared entry with this formula, charge and spin	1.141	eV
SMILES	C[N+](=S)[S-].F
energy	-26977.54697	eV
gap between HOMO and LUMO (spin up / spin down)	7.22 / 7.23	eV
strongest force on any atom	3.70	eV/Å
total charge	0

---

Below is a cluster of 2 separate species, CH4FOP in total at a distorted geometry, with properties calculated with ωB97M-V/def2-TZVPD.

Element x y z (Å)
C -0.42132 -0.80328 -0.62153
O -1.36861 0.05124 -0.70999
F 2.14910 -1.21938 -0.50918
P 1.10532 -0.23699 0.17551
H -0.43786 -1.78946 -1.09381
H 1.10060 0.85112 -0.82487
H -1.03874 1.61268 2.16567
H -1.08848 1.53408 1.41821

ΔE to the lowest compared entry with this formula, charge and spin	2.687	eV
SMILES	[H][H].O=CPF
energy	-15153.93432	eV
gap between HOMO and LUMO	9.70	eV
strongest force on any atom	4.99	eV/Å
total charge	0